C5H5N5 | ωB97M-V/def2-TZVPD

The maximum force comes out at 8.4 eV/A. Its total energy is -12710.1305 eV. The frontier orbital gap is 8.545 eV. The multiplicity is 1. For the highest occupied orbital energy, the calculation gives -0.34328 hartree. As for the total charge: 0. The value obtained for the energy above the lowest of the compared OMol25 structures with the same formula, charge and spin is 7.447 eV.

Each atom is followed by the atoms it is bonded to, with distances in Å.
Geometry (Å):
1 C 1.214 -0.495 -0.236  C5 1.498, N11 1.365, N12 1.346
2 C 0.963 1.974 -0.203  H8 1.136, N12 1.442, N13 1.307
3 C -0.874 0.812 0.171  C5 1.349, N13 1.258, N14 1.362
4 C -1.360 -1.274 -0.265  C5 1.446, H10 1.242, N15 1.240
5 C -0.259 -0.378 0.011  C1 1.498, C3 1.349, C4 1.446
6 H 1.535 -2.283 1.082  no bonds
7 H 2.897 -0.912 1.036  no bonds
8 H 1.630 2.808 -0.592  C2 1.136
9 H -3.021 1.118 0.100  N14 0.983
10 H -1.513 -2.388 -0.794  C4 1.242
11 N 2.070 -1.535 -0.016  C1 1.365
12 N 1.724 0.751 -0.262  C1 1.346, C2 1.442
13 N -0.328 1.933 0.000  C2 1.307, C3 1.258
14 N -2.213 0.582 0.263  C3 1.362, H9 0.983, N15 1.431
15 N -2.465 -0.712 -0.294  C4 1.240, N14 1.431